{
  "formula": "C10H16O",
  "method": "the ωB97M-V functional and the def2-TZVPD basis",
  "symbols": ["O", "C", "C", "C", "C", "C", "C", "C", "C", "C", "C", "H", "H", "H", "H", "H", "H", "H", "H", "H", "H", "H", "H", "H", "H", "H", "H"],
  "positions_angstrom": [[2.093035, 0.357505, -1.212182], [-2.518630, 2.921135, 0.246922], [0.684180, -2.905817, 0.217710], [0.155921, -4.335702, 0.123751], [0.720957, -2.417230, 1.731675], [-0.249937, 0.303369, -1.227575], [-1.350520, 1.959516, 0.147585], [-0.191543, 2.270547, 0.819671], [-1.397619, 0.964796, -0.835202], [1.027954, 1.833244, 0.282374], [0.972890, 0.836109, -0.648550], [-0.061737, -1.670479, 1.883920], [0.055421, -2.154144, -0.283977], [-2.669703, 3.032501, 1.343075], [2.009141, 2.310903, 0.431401], [-2.259488, 0.695320, -1.448429], [1.746276, -2.114785, 1.975845], [-0.393856, -4.624315, -0.802851], [0.961114, -5.051507, 0.204071], [1.737786, -2.892848, -0.102594], [0.373625, -3.212200, 2.394214], [-0.149209, -0.466342, -1.968937], [-0.341837, 3.080693, 1.522681], [-0.639344, -4.500236, 0.850699], [-3.414094, 2.460768, -0.174632], [-2.471989, 3.949871, -0.094398], [2.185729, -0.583574, -1.362953]],
  "forces_ev_per_a": [[2.50, 0.62, -0.22], [-0.79, -1.04, 2.16], [0.05, 0.36, 1.49], [-1.20, -0.08, -1.08], [-0.41, -0.72, -0.95], [1.55, 2.10, 2.39], [-1.08, 0.60, -1.26], [0.14, 0.76, -1.13], [0.42, -1.00, -1.05], [0.26, 0.28, 0.55], [-2.14, -2.28, -1.79], [0.60, 0.52, -0.03], [0.46, -0.54, -0.34], [-0.46, 0.06, -0.47], [-0.59, -0.45, 0.57], [-0.35, 0.50, 0.64], [-0.58, 0.28, 0.34], [0.70, 0.61, 0.09], [0.08, -0.28, 0.46], [-0.52, 0.23, -0.47], [0.52, -0.25, 0.02], [-0.30, -0.11, -0.25], [0.76, 0.04, 0.18], [0.35, -0.14, 0.47], [-0.03, 0.14, 0.08], [0.77, -0.08, -0.60], [-0.71, -0.13, 0.18]],
  "mulliken_charge": [-0.59, -1.28, 0.39, -1.26, -1.06, -0.68, 0.80, -0.51, -0.64, -0.65, 0.77, 0.27, -0.16, 0.35, 0.36, 0.24, 0.24, 0.34, 0.29, 0.22, 0.37, 0.50, 0.37, 0.35, 0.34, 0.29, 0.34],
  "multiplicity": 1,
  "e_above_lowest_ev": 2.145,
  "smiles": "Cc1ccc(O)cc1.CCC",
  "max_force_ha_per_bohr": 0.070,
  "lumo_energy_ev": 0.9,
  "homo_lumo_gap_ev": 9.0927
}